1.
The following is a DFT calculation (wB97M-V/def2-TZVPD) of a cluster of 6 separate species, C18H32BrCl10N4O2 in total at a distorted geometry.

Results
Electronic energy (eV): -224501.66079
M (u): 770.9
Charge: +1
HOMO-LUMO gap (eV): 6.907

Structure (XYZ):
```
67
Properties=species:S:1:pos:R:3:mulliken_charge:R:1
N 1.86 2.37 -1.43 -0.447
C 1.12 1.70 -0.32 0.507
N 0.52 2.72 0.53 -0.502
N 1.97 0.85 0.48 -0.300
C 0.03 0.87 -1.02 -1.278
C -1.29 0.82 -0.31 0.638
C -2.35 1.53 -0.87 0.042
C -3.60 1.54 -0.29 0.067
C -4.71 2.31 -0.98 0.233
O -4.54 2.83 -2.05 -0.439
O -5.92 2.29 -0.35 -0.507
C -3.82 0.83 0.88 -0.774
C -2.77 0.13 1.41 -0.389
N -1.55 0.13 0.83 -0.051
Br -0.29 -0.95 1.69 0.191
H 1.96 1.73 -2.21 0.087
H 2.82 2.52 -1.13 0.301
H 1.27 3.24 0.97 0.331
H 0.06 3.40 -0.07 0.303
H 2.31 0.10 -0.11 0.269
H 2.75 1.36 0.88 0.211
H -0.18 1.34 -1.98 -0.076
H 0.42 -0.13 -1.23 0.548
H -2.18 2.08 -1.78 0.645
H -5.94 2.89 0.40 0.362
H -4.79 0.81 1.36 0.589
H -2.90 -0.46 2.31 0.408
Cl -2.85 -2.88 3.19 -0.122
C -4.14 -4.00 3.73 -0.546
C -5.45 -3.28 3.94 -0.481
Cl -5.38 -2.16 5.32 -0.169
H -3.79 -4.48 4.64 0.352
H -4.25 -4.75 2.95 0.319
H -6.23 -4.01 4.15 0.347
H -5.73 -2.71 3.06 0.309
Cl 3.37 4.69 -3.18 -0.152
C 2.83 6.38 -3.30 -0.457
C 2.03 6.80 -2.09 -0.502
Cl 0.45 5.97 -2.01 -0.167
H 2.25 6.49 -4.21 0.322
H 3.72 7.00 -3.37 0.309
H 1.82 7.87 -2.14 0.355
H 2.56 6.58 -1.17 0.298
Cl 0.45 1.13 -4.43 -0.137
C -0.93 0.19 -5.07 -0.371
C -0.52 -1.18 -5.54 -0.453
Cl 0.51 -1.10 -6.98 -0.168
H -1.38 0.77 -5.87 0.405
H -1.66 0.10 -4.26 0.157
H -1.40 -1.75 -5.80 0.331
H 0.03 -1.71 -4.77 0.296
Cl 3.27 -1.86 0.71 -0.116
C 4.70 -2.83 1.17 -0.384
C 5.84 -1.94 1.59 -0.504
Cl 6.50 -1.00 0.22 -0.184
H 4.97 -3.46 0.33 0.345
H 4.40 -3.47 2.00 0.127
H 6.65 -2.55 1.98 0.349
H 5.54 -1.23 2.36 0.327
Cl 2.58 -3.61 4.42 -0.169
C 1.18 -4.38 3.63 -0.219
C 1.46 -5.80 3.23 -0.485
Cl 2.64 -5.90 1.90 -0.172
H 0.90 -3.78 2.76 0.049
H 0.37 -4.35 4.35 0.335
H 0.54 -6.27 2.87 0.311
H 1.85 -6.38 4.06 0.347
```



2.
The following is a DFT calculation (wB97M-V/def2-TZVPD) of a cluster of 2 separate species, C3H12NO in total at a distorted geometry.

Results
Energy relative to the best compared isomer or geometry (same formula, charge and spin) (eV): 1.024
2S+1: 2
Electronic energy (eV): -6821.05047
Expectation value of S²: 0.7542
M (u): 78.1
Charge: +2
HOMO-LUMO gap (spin up / spin down) (eV): 12.089 / 5.178

Structure (XYZ):
```
17
Properties=species:S:1:pos:R:3:lowdin_spin:R:1
C -2.19 0.57 -0.53 0.169
O -1.89 -0.60 0.26 0.667
H -2.86 1.17 0.13 0.093
H -1.30 1.13 -0.82 0.006
H -2.87 0.22 -1.33 0.049
H -2.76 -1.09 0.31 0.000
C 1.94 0.03 -0.91 0.002
C 1.33 -0.72 0.23 0.007
N 0.58 0.21 1.19 0.003
H 2.85 0.61 -0.70 0.001
H 2.36 -0.71 -1.62 0.000
H 1.15 0.60 -1.45 0.000
H 0.63 -1.50 -0.09 0.002
H 1.96 -1.29 0.93 0.002
H 0.78 -0.03 2.18 0.000
H -0.47 0.18 1.08 -0.001
H 0.75 1.22 1.14 0.000
```



3.
The following is a DFT calculation (wB97M-V/def2-TZVPD) of an isolated molecule of CH3ClN2S at a distorted geometry.

Results
Energy relative to the best compared isomer or geometry (same formula, charge and spin) (eV): 1.132
SMILES: NNC(=S)Cl
Electronic energy (eV): -27422.02060
M (u): 110.6
Charge: 0
HOMO-LUMO gap (eV): 9.270

Structure (XYZ):
```
8
Properties=species:S:1:pos:R:3:mulliken_charge:R:1
C -1.05 0.22 -0.06 0.371
N 1.34 -0.32 -0.32 -0.599
N 0.25 0.59 -0.13 -0.077
S -2.42 1.12 -0.09 -0.294
Cl -1.25 -1.56 -0.09 -0.242
H 1.83 -0.30 0.67 0.269
H 0.86 -1.24 -0.32 0.283
H 0.43 1.49 0.35 0.290
```



4.
The following is a DFT calculation (wB97M-V/def2-TZVPD) of a structure of composition C18H28N4OSTi.

Results
2S+1: 2
Electronic energy (eV): -61055.19497
Expectation value of S²: 0.7525
M (u): 396.4
Charge: +3
HOMO-LUMO gap (spin up / spin down) (eV): 7.475 / 7.784

Structure (XYZ):
```
53
Properties=species:S:1:pos:R:3:lowdin_spin:R:1
Ti 0.76 1.27 -0.41 0.982
N 1.26 3.25 -1.28 0.001
C 0.80 4.22 -0.23 0.000
C 1.14 3.74 1.18 0.000
N 0.85 2.28 1.43 -0.005
C 1.94 1.63 2.22 0.003
C 3.22 1.52 1.41 0.003
N 2.92 0.94 0.05 0.008
C -0.48 2.06 2.08 0.003
C -1.60 2.48 1.15 0.003
N -1.39 1.88 -0.21 0.008
H 2.26 3.38 -1.45 0.001
H 0.82 3.51 -2.17 0.000
H -0.27 4.37 -0.36 0.000
H 1.27 5.19 -0.37 0.000
H 0.60 4.34 1.91 0.000
H 2.20 3.90 1.37 0.000
H 1.59 0.63 2.49 0.000
H 2.12 2.17 3.15 0.000
H 3.95 0.91 1.94 0.000
H 3.68 2.50 1.26 0.000
H 3.02 -0.07 0.09 0.000
H 3.64 1.24 -0.60 0.003
H -0.54 2.62 3.02 0.000
H -0.55 1.00 2.32 0.000
H -1.65 3.56 1.04 0.000
H -2.56 2.17 1.57 0.000
H -1.83 2.47 -0.91 0.003
H -1.91 0.99 -0.27 0.000
O 0.36 -0.54 -0.29 -0.011
S -0.28 -1.91 0.29 -0.002
C 0.47 -3.18 -0.62 -0.001
C 0.18 -3.46 -1.96 0.000
C 0.82 -4.52 -2.56 0.000
C 1.73 -5.29 -1.84 0.000
C 2.01 -5.01 -0.50 0.000
C 1.37 -3.95 0.12 0.000
C -1.95 -1.77 -0.23 -0.001
C -2.32 -1.25 -1.47 0.000
C -3.67 -1.22 -1.80 0.000
C -4.62 -1.72 -0.90 0.000
C -4.23 -2.23 0.33 0.000
C -2.89 -2.25 0.68 0.000
H -0.56 -2.88 -2.51 0.000
H 0.61 -4.77 -3.59 0.000
H 2.22 -6.13 -2.32 0.000
H 2.70 -5.63 0.05 0.000
H 1.55 -3.74 1.17 0.000
H -1.58 -0.89 -2.17 0.000
H -3.98 -0.83 -2.76 0.000
H -5.66 -1.70 -1.18 0.000
H -4.97 -2.62 1.01 0.000
H -2.58 -2.65 1.64 0.000
```



5.
The following is a DFT calculation (wB97M-V/def2-TZVPD) of a cluster of 2 separate species, H4O2 in total at a distorted geometry.

Results
Energy relative to the best compared isomer or geometry (same formula, charge and spin) (eV): 0.349
SMILES: O.O
Electronic energy (eV): -4159.59027
M (u): 36.0
Charge: 0
HOMO-LUMO gap (eV): 12.201

Structure (XYZ):
```
6
Properties=species:S:1:pos:R:3:mulliken_charge:R:1
H 1.98 -1.64 -0.14 0.325
H 0.95 -0.54 -0.15 0.295
H -1.32 0.70 -0.70 0.306
H -1.48 1.05 0.71 0.332
O 1.63 -0.97 0.45 -0.625
O -1.76 1.39 -0.18 -0.633
```



6.
The following is a DFT calculation (wB97M-V/def2-TZVPD) of a structure of composition C15H31ClF3N2O4PS3Sb at a distorted geometry.

Results
Electronic energy (eV): -96235.06400
M (u): 644.8
Charge: -1
HOMO-LUMO gap (eV): 6.187

Structure (XYZ):
```
61
Properties=species:S:1:pos:R:3:mulliken_charge:R:1
C 1.96 -2.53 2.15 -1.210
C 1.36 -2.78 0.76 0.028
N 0.80 -4.14 0.61 0.129
C 0.77 -4.66 -0.77 -0.624
C -0.57 -4.57 -1.49 -0.960
C -0.22 -4.58 1.43 0.055
S -0.44 -6.19 1.71 -0.261
S -1.28 -3.46 2.31 -0.152
C -2.12 -2.43 1.07 -1.113
C -1.61 -1.05 0.67 -0.628
C -0.96 -0.23 1.76 -0.612
Sb 0.02 1.54 0.85 0.578
C 0.83 3.42 0.03 -1.384
C 2.27 3.33 -0.47 -0.799
C 2.52 2.41 -1.67 -0.262
C 1.73 2.81 -2.93 -1.021
N 0.54 1.98 -3.10 0.011
C -0.52 2.47 -3.84 0.697
C -1.49 1.40 -4.30 -1.162
O -0.71 3.65 -4.03 -0.628
P 1.35 2.25 3.06 0.111
O 2.68 1.29 2.75 -0.457
Cl 0.45 0.99 4.48 -0.322
S -1.88 3.18 1.75 0.946
O -2.41 3.99 0.65 -0.678
O -1.38 3.87 2.95 -0.707
C -3.47 2.39 2.40 0.504
F -3.31 1.83 3.59 -0.247
F -3.86 1.40 1.57 -0.255
F -4.46 3.25 2.48 -0.238
H 2.37 -1.52 2.17 0.092
H 2.77 -3.24 2.34 0.444
H 1.22 -2.62 2.95 0.360
H 2.19 -2.74 0.05 0.390
H 0.66 -2.00 0.47 -0.187
H 1.50 -4.06 -1.33 0.399
H 1.15 -5.69 -0.77 0.379
H -0.87 -3.53 -1.66 0.196
H -0.48 -5.06 -2.47 0.416
H -1.36 -5.09 -0.94 0.290
H -3.11 -2.33 1.54 0.517
H -2.29 -3.06 0.18 0.394
H -0.92 -1.15 -0.19 0.150
H -2.47 -0.50 0.26 0.505
H -1.68 0.05 2.55 0.511
H -0.14 -0.76 2.25 0.218
H -0.90 1.25 -0.61 -0.020
H 1.37 0.53 0.38 -0.074
H 0.13 3.75 -0.75 0.586
H 0.77 4.16 0.84 0.698
H 2.60 4.34 -0.77 0.404
H 2.93 3.03 0.36 0.235
H 3.59 2.44 -1.91 0.338
H 2.29 1.37 -1.41 0.143
H 2.38 2.72 -3.81 0.402
H 1.37 3.84 -2.87 0.452
H 0.76 1.03 -3.38 0.262
H -0.97 0.58 -4.81 0.359
H -2.02 0.98 -3.44 0.210
H -2.22 1.86 -4.98 0.327
H 2.75 0.56 3.37 0.265
```



Copy entry 2 word for word.
The following is a DFT calculation (wB97M-V/def2-TZVPD) of a cluster of 2 separate species, C3H12NO in total at a distorted geometry.

Results
Energy relative to the best compared isomer or geometry (same formula, charge and spin) (eV): 1.024
2S+1: 2
Electronic energy (eV): -6821.05047
Expectation value of S²: 0.7542
M (u): 78.1
Charge: +2
HOMO-LUMO gap (spin up / spin down) (eV): 12.089 / 5.178

Structure (XYZ):
```
17
Properties=species:S:1:pos:R:3:lowdin_spin:R:1
C -2.19 0.57 -0.53 0.169
O -1.89 -0.60 0.26 0.667
H -2.86 1.17 0.13 0.093
H -1.30 1.13 -0.82 0.006
H -2.87 0.22 -1.33 0.049
H -2.76 -1.09 0.31 0.000
C 1.94 0.03 -0.91 0.002
C 1.33 -0.72 0.23 0.007
N 0.58 0.21 1.19 0.003
H 2.85 0.61 -0.70 0.001
H 2.36 -0.71 -1.62 0.000
H 1.15 0.60 -1.45 0.000
H 0.63 -1.50 -0.09 0.002
H 1.96 -1.29 0.93 0.002
H 0.78 -0.03 2.18 0.000
H -0.47 0.18 1.08 -0.001
H 0.75 1.22 1.14 0.000
```



Copy entry 6 word for word.
The following is a DFT calculation (wB97M-V/def2-TZVPD) of a structure of composition C15H31ClF3N2O4PS3Sb at a distorted geometry.

Results
Electronic energy (eV): -96235.06400
M (u): 644.8
Charge: -1
HOMO-LUMO gap (eV): 6.187

Structure (XYZ):
```
61
Properties=species:S:1:pos:R:3:mulliken_charge:R:1
C 1.96 -2.53 2.15 -1.210
C 1.36 -2.78 0.76 0.028
N 0.80 -4.14 0.61 0.129
C 0.77 -4.66 -0.77 -0.624
C -0.57 -4.57 -1.49 -0.960
C -0.22 -4.58 1.43 0.055
S -0.44 -6.19 1.71 -0.261
S -1.28 -3.46 2.31 -0.152
C -2.12 -2.43 1.07 -1.113
C -1.61 -1.05 0.67 -0.628
C -0.96 -0.23 1.76 -0.612
Sb 0.02 1.54 0.85 0.578
C 0.83 3.42 0.03 -1.384
C 2.27 3.33 -0.47 -0.799
C 2.52 2.41 -1.67 -0.262
C 1.73 2.81 -2.93 -1.021
N 0.54 1.98 -3.10 0.011
C -0.52 2.47 -3.84 0.697
C -1.49 1.40 -4.30 -1.162
O -0.71 3.65 -4.03 -0.628
P 1.35 2.25 3.06 0.111
O 2.68 1.29 2.75 -0.457
Cl 0.45 0.99 4.48 -0.322
S -1.88 3.18 1.75 0.946
O -2.41 3.99 0.65 -0.678
O -1.38 3.87 2.95 -0.707
C -3.47 2.39 2.40 0.504
F -3.31 1.83 3.59 -0.247
F -3.86 1.40 1.57 -0.255
F -4.46 3.25 2.48 -0.238
H 2.37 -1.52 2.17 0.092
H 2.77 -3.24 2.34 0.444
H 1.22 -2.62 2.95 0.360
H 2.19 -2.74 0.05 0.390
H 0.66 -2.00 0.47 -0.187
H 1.50 -4.06 -1.33 0.399
H 1.15 -5.69 -0.77 0.379
H -0.87 -3.53 -1.66 0.196
H -0.48 -5.06 -2.47 0.416
H -1.36 -5.09 -0.94 0.290
H -3.11 -2.33 1.54 0.517
H -2.29 -3.06 0.18 0.394
H -0.92 -1.15 -0.19 0.150
H -2.47 -0.50 0.26 0.505
H -1.68 0.05 2.55 0.511
H -0.14 -0.76 2.25 0.218
H -0.90 1.25 -0.61 -0.020
H 1.37 0.53 0.38 -0.074
H 0.13 3.75 -0.75 0.586
H 0.77 4.16 0.84 0.698
H 2.60 4.34 -0.77 0.404
H 2.93 3.03 0.36 0.235
H 3.59 2.44 -1.91 0.338
H 2.29 1.37 -1.41 0.143
H 2.38 2.72 -3.81 0.402
H 1.37 3.84 -2.87 0.452
H 0.76 1.03 -3.38 0.262
H -0.97 0.58 -4.81 0.359
H -2.02 0.98 -3.44 0.210
H -2.22 1.86 -4.98 0.327
H 2.75 0.56 3.37 0.265
```